Record 1
Molecular formula: C32H51As2BrN3SeSiW
Method: DFT, ωB97M-V/def2-TZVPD

Geometry as XYZ:
```
92
Properties=species:S:1:pos:R:3:lowdin_charge:R:1
W 0.124 0.285 0.635 0.900
Br -0.232 -1.863 -0.798 0.357
Se 2.079 2.165 3.482 1.312
As 1.669 1.092 -1.246 1.075
As 2.398 -1.205 0.872 1.063
Si -1.111 -3.954 -3.135 1.000
N -0.064 -0.803 2.533 -0.063
N 1.742 1.203 4.900 -0.152
N 1.149 1.088 2.402 -0.382
C -1.840 -1.896 -4.978 -0.081
C -3.049 -5.021 -1.334 -0.080
C -0.305 -1.828 4.700 0.017
C 0.927 1.606 -2.947 -0.219
C -1.111 2.278 1.308 -0.107
C 0.415 -4.777 -5.187 -0.053
C -0.704 -5.484 -0.721 -0.097
C 4.195 -2.237 -1.152 -0.076
C -1.466 1.134 -0.655 -0.285
C 2.969 -0.244 -1.732 -0.429
C -0.548 -1.757 3.286 -0.035
C -0.838 2.288 -0.073 -0.197
C 4.583 -1.150 -3.264 -0.036
C -1.650 -5.270 -1.916 -0.610
C 1.258 -2.649 -4.119 -0.091
C 1.604 -4.819 -2.979 -0.081
C 2.239 -3.038 1.429 -0.235
C -3.312 -2.153 -3.003 -0.083
C -2.104 0.412 0.407 -0.226
C 0.453 -0.900 5.349 0.083
C 3.254 -1.266 -0.837 -0.438
C 0.680 0.140 3.177 -0.542
C 0.993 0.163 4.551 -0.330
C 4.857 -2.178 -2.371 -0.033
C 3.636 -0.183 -2.950 -0.083
C 2.792 2.607 -0.813 -0.226
C -1.863 1.131 1.611 -0.120
C -3.268 -3.942 -4.794 -0.056
C -1.675 -6.554 -2.786 -0.055
C 3.839 -0.558 1.990 -0.232
C 0.619 -4.021 -3.846 -0.605
C -2.417 -2.923 -3.994 -0.606
H 0.027 2.201 -2.813 0.036
H 2.236 3.533 -0.957 0.047
H 4.677 -1.237 1.847 0.057
H -3.830 -4.972 -2.090 0.074
H 1.284 -5.846 -2.808 0.075
H -0.666 -4.605 -0.075 0.025
H 1.717 -3.102 2.382 0.031
H -3.922 -2.802 -2.381 0.068
H -3.771 -4.674 -4.165 0.071
H 3.127 2.550 0.222 0.015
H 0.691 0.713 -3.522 0.039
H 3.433 0.608 -3.660 0.113
H 2.271 -2.828 -4.493 0.095
H 4.425 -3.040 -0.462 0.112
H 0.640 -0.950 6.414 0.149
H 5.110 -1.098 -4.208 0.128
H -2.683 -4.479 -5.546 0.091
H 1.390 -4.868 -5.674 0.111
H -0.747 -2.647 5.250 0.133
H 0.029 -5.789 -5.048 0.085
H 2.558 -4.867 -3.512 0.101
H 1.346 -2.048 -3.211 0.023
H -0.824 3.049 2.006 0.134
H -3.086 -4.111 -0.732 0.079
H -2.793 -0.407 0.285 0.123
H 4.135 0.442 1.678 0.030
H 0.309 -5.751 -1.008 0.060
H 1.700 -3.604 0.675 0.007
H 3.564 -0.552 3.045 0.030
H -3.295 -5.861 -0.678 0.103
H -2.273 0.891 2.579 0.143
H -2.730 -1.496 -2.352 0.031
H 1.667 2.206 -3.470 0.055
H -1.265 -1.120 -4.469 0.073
H -0.418 3.116 -0.622 0.124
H -0.244 -4.252 -5.880 0.076
H -1.147 -2.511 2.787 0.145
H -3.993 -1.526 -3.586 0.103
H -4.043 -3.385 -5.328 0.110
H 1.785 -4.334 -2.016 0.067
H -1.219 -2.342 -5.753 0.075
H -2.029 -7.377 -2.158 0.111
H -0.687 -6.833 -3.158 0.075
H -2.678 -1.408 -5.483 0.104
H -1.645 0.980 -1.705 0.117
H -2.356 -6.483 -3.638 0.087
H 3.246 -3.429 1.560 0.051
H 0.733 -2.074 -4.876 0.067
H -1.103 -6.314 -0.131 0.102
H 5.595 -2.929 -2.619 0.127
H 3.658 2.600 -1.470 0.052
```

- relative energy (zero: lowest compared OMol25 entry of this formula, charge and spin) (eV) = 0.400
- LUMO level (eV) = -10.1
- electronic energy (eV) = -305227.7566
- orbital gap (eV) = 6.0
- charge = +3
- HOMO level (eV) = -16.095
- F_max (Eh/bohr) = 0.0160
- spin multiplicity = 1

Record 2
Molecular formula: C32H51BF8IN3SeSi4TeW
Method: DFT, ωB97M-V/def2-TZVPD

Geometry as XYZ:
```
103
Properties=species:S:1:pos:R:3:mulliken_spin:R:1
W 0.276 -1.342 -0.904 0.208
I 2.020 -4.538 0.675 -0.001
Te -0.791 0.605 0.635 0.547
Se -1.459 0.213 -2.309 0.104
Si -1.165 2.499 2.252 0.057
Si 0.818 3.718 2.619 -0.004
Si -2.835 3.739 1.131 0.022
Si -1.962 1.475 4.217 0.032
F 1.588 0.217 -1.488 -0.019
F -2.712 -4.110 3.615 0.004
F 2.948 1.581 -2.680 0.001
F 2.637 1.956 -0.434 -0.002
F 0.988 -1.337 2.866 0.008
F 0.970 2.427 -1.917 0.007
F -3.342 -4.164 1.026 0.004
F 1.817 -1.290 0.282 0.001
N 4.307 -2.946 -0.255 0.001
N 0.981 -2.130 -2.467 -0.119
N -1.365 -2.499 -0.823 0.055
C 2.704 -3.997 -2.818 0.016
C -0.668 0.943 -4.988 -0.002
C -1.444 -2.763 0.555 0.124
C -2.548 2.856 5.361 0.005
C 6.210 -3.974 1.484 0.000
C -1.450 0.074 -4.230 0.021
C -3.382 0.300 3.829 0.014
C -0.352 -2.037 1.038 -0.116
C 4.013 -3.880 0.618 0.000
C 4.913 -4.450 1.511 0.000
C -2.141 4.289 -0.527 0.016
C -0.583 0.517 5.070 0.012
C 6.542 -2.967 0.585 0.000
C -1.787 -3.781 -2.957 0.851
C -0.045 -2.024 2.376 0.028
C -1.926 -3.425 2.774 0.045
C -1.542 -0.019 -7.010 -0.003
C 0.562 4.891 4.080 0.000
C 2.651 -1.355 -4.273 0.000
C 5.561 -2.490 -0.264 0.000
C -3.285 5.238 2.186 0.005
C 1.240 -1.333 -3.710 -0.010
C 1.234 4.719 1.082 -0.004
C -2.325 -3.109 -1.750 0.012
C -2.263 -3.457 1.412 -0.017
C 1.232 -3.565 -2.765 0.065
C 2.205 2.500 2.986 -0.001
C -2.347 -0.860 -6.260 0.007
C -2.307 -0.809 -4.874 0.005
C -4.338 2.649 0.825 0.000
C -0.712 0.894 -6.371 0.002
C -0.846 -2.741 3.273 -0.046
B 2.064 1.654 -1.635 0.021
H 1.070 4.155 0.169 0.004
H 0.679 -4.181 -2.057 -0.041
H 1.379 5.617 4.068 0.000
H -2.410 5.778 2.545 0.000
H 6.954 -4.380 2.157 0.000
H -4.863 2.383 1.743 0.001
H -0.097 1.570 -6.951 0.000
H 2.250 1.719 2.225 0.003
H 5.772 -1.709 -0.984 0.000
H -0.374 5.446 4.035 0.000
H -0.633 -2.754 4.332 -0.001
H -3.889 4.968 3.052 -0.001
H -0.059 -0.153 4.390 0.001
H -0.022 1.652 -4.483 -0.001
H -3.013 -1.558 -6.753 0.001
H 0.523 -1.709 -4.444 0.016
H 2.924 -2.301 -4.733 0.001
H 2.998 -4.535 -1.924 0.000
H -4.042 1.723 0.328 0.001
H 2.698 -0.584 -5.043 0.000
H 0.778 -3.737 -3.745 0.014
H 2.087 2.017 3.956 0.002
H -3.142 -0.356 2.991 -0.005
H -2.875 -3.861 -1.175 0.073
H 3.164 3.023 2.976 0.000
H -2.919 2.392 6.279 0.001
H -2.966 -1.434 -4.284 -0.005
H -2.080 -3.469 -3.949 0.006
H 0.638 5.633 1.028 0.002
H -5.041 3.168 0.169 0.000
H 7.543 -2.560 0.543 0.000
H -1.366 -4.774 -2.872 -0.019
H -3.033 -2.323 -2.037 -0.003
H 0.161 1.188 5.501 0.001
H -1.745 3.540 5.632 0.000
H 3.379 -1.095 -3.505 0.000
H -3.586 -0.330 4.698 0.001
H -4.299 0.833 3.576 0.002
H -3.359 3.447 4.935 -0.001
H -1.832 3.429 -1.125 -0.005
H -1.269 4.933 -0.418 0.003
H -1.006 -0.081 5.880 0.000
H 3.387 -3.165 -2.930 0.000
H -2.902 4.834 -1.090 0.000
H 4.603 -5.225 2.197 0.000
H -1.574 -0.060 -8.091 0.000
H -3.868 5.927 1.571 0.000
H 0.995 -0.301 -3.509 -0.008
H 0.593 4.367 5.036 0.000
H 2.839 -4.671 -3.665 -0.001
H 2.288 5.002 1.106 0.000
```

- relative energy (zero: lowest compared OMol25 entry of this formula, charge and spin) (eV) = 2.340
- LUMO level (alpha / beta) (eV) = -1.5 / -1.9
- electronic energy (eV) = -174980.2167
- orbital gap (alpha / beta) (eV) = 5.9 / 6.1
- HOMO level (alpha / beta) (eV) = -7.403 / -7.919
- F_max (Eh/bohr) = 0.0306
- spin multiplicity = 3

Record 3
Molecular formula: C32H53Br2O26PSSi2
Method: DFT, ωB97M-V/def2-TZVPD

Geometry as XYZ:
```
117
Properties=species:S:1:pos:R:3:lowdin_charge:R:1
Br 1.635 6.526 3.839 0.752
Br 4.878 6.420 4.481 0.745
S -0.640 4.448 1.158 0.435
P -1.510 7.628 3.066 0.675
Si 2.263 6.633 0.726 0.532
Si -0.664 6.688 1.137 0.355
O -7.416 -5.335 -1.375 0.077
O -0.324 3.903 -0.150 -0.395
O -9.804 -1.047 1.194 0.053
O 7.877 5.124 1.996 0.142
O 5.048 -3.010 1.983 0.066
O 0.767 7.374 0.742 -0.439
O -11.746 -2.155 1.440 0.159
O -4.846 -4.317 -4.134 0.075
O -1.773 6.388 4.107 -0.368
O -3.421 -3.463 -5.610 0.068
O -7.527 -7.257 -0.201 0.158
O -8.869 -5.516 0.296 0.067
O 9.621 -1.746 -2.685 0.033
O -7.033 -0.196 -0.376 0.143
O -5.190 0.390 0.791 0.057
O 6.084 -2.374 3.878 0.153
O -3.003 8.074 2.544 -0.356
O 8.029 -2.601 -4.025 0.165
O 6.719 3.312 2.647 0.071
O 10.164 -2.424 -4.733 0.090
O 7.110 -2.185 1.880 0.074
O 8.868 3.482 3.186 0.068
O -5.017 -0.142 -1.358 0.098
O -10.493 -1.602 3.234 0.084
O -3.467 -2.659 -3.502 0.158
O 0.110 3.927 2.281 -0.400
C 2.921 6.547 2.459 -0.815
C 7.831 4.074 2.554 -0.565
C 12.599 -2.263 -4.738 -0.017
C 6.842 -2.760 0.577 -0.311
C 5.330 -2.774 0.594 -0.085
C -2.609 -0.234 -1.716 -0.015
C -9.113 -1.193 3.368 -0.320
C 9.160 -2.289 -3.841 -0.565
C 8.335 2.382 3.943 -0.082
C -3.744 0.440 -0.992 -0.308
C -5.794 -6.229 -5.311 -0.010
C -3.784 0.250 0.508 -0.081
C -7.900 -6.147 -0.407 -0.572
C -8.947 -0.359 2.118 -0.091
C 11.056 -1.758 -2.752 -0.085
C -3.973 -4.650 -6.202 -0.087
C 4.219 6.505 2.709 -0.826
C -5.858 0.002 -0.325 -0.565
C -8.849 -4.130 -0.084 -0.082
C 5.307 6.511 1.671 -0.155
C 7.488 -1.961 -0.527 -0.016
C 6.082 -2.512 2.697 -0.576
C 5.994 1.339 3.896 -0.003
C 11.300 -1.678 -4.243 -0.319
C -5.258 -4.823 -5.421 -0.321
C -8.307 -4.202 -1.493 -0.308
C -7.581 -2.978 -1.988 -0.001
C -10.780 -1.649 1.912 -0.577
C 7.110 2.008 3.138 -0.313
C -8.873 -0.484 4.678 -0.018
C -3.870 -3.405 -4.335 -0.556
C -2.368 4.081 1.454 -0.180
H -1.722 0.401 -1.724 0.092
H 5.134 7.280 0.917 0.064
H -2.428 3.497 2.372 0.068
H -8.166 -3.602 0.585 0.136
H 6.257 6.726 2.144 0.042
H 7.393 1.409 2.268 0.156
H -7.934 -0.322 1.735 0.110
H -3.793 1.501 -1.250 0.155
H 4.884 -3.550 -0.021 0.141
H -2.719 3.476 0.622 0.049
H -3.200 0.982 1.060 0.125
H -4.986 -6.958 -5.248 0.088
H -9.205 0.555 4.632 0.085
H 11.468 -0.925 -2.189 0.141
H 4.910 -1.803 0.322 0.138
H 7.234 -3.780 0.591 0.159
H -3.483 -0.756 0.806 0.141
H 12.502 -2.570 -5.778 0.091
H -8.503 -2.099 3.309 0.157
H -6.404 -6.331 -4.414 0.088
H 12.886 -3.140 -4.157 0.087
H -9.844 -3.698 -0.007 0.132
H 6.900 -1.074 -0.768 0.095
H -2.609 5.920 3.997 0.048
H 9.071 1.587 4.026 0.140
H 3.155 7.492 -0.066 -0.008
H -1.634 6.999 0.061 -0.008
H -2.971 4.986 1.541 0.038
H -9.422 -0.974 5.480 0.089
H 5.037 1.512 3.404 0.094
H -6.030 -4.148 -5.801 0.158
H 11.410 -2.700 -2.327 0.139
H 2.218 5.313 0.077 0.006
H -6.866 -3.247 -2.766 0.076
H -8.289 -2.255 -2.392 0.099
H 5.912 1.722 4.913 0.090
H 8.073 2.749 4.937 0.139
H -3.276 -5.473 -6.028 0.138
H 7.576 -2.560 -1.429 0.072
H 8.480 -1.628 -0.230 0.085
H -9.328 0.657 2.249 0.142
H -3.630 7.352 2.405 0.044
H 6.169 0.264 3.951 0.073
H -7.812 -0.494 4.923 0.088
H 5.388 5.527 1.208 0.089
H -9.100 -4.489 -2.191 0.158
H 13.397 -1.527 -4.665 0.090
H -2.349 -1.182 -1.246 0.090
H -4.116 -4.509 -7.270 0.139
H -2.897 -0.452 -2.741 0.074
H 11.186 -0.649 -4.594 0.159
H -6.406 -6.468 -6.179 0.090
H -7.029 -2.490 -1.189 0.066
```

- relative energy (zero: lowest compared OMol25 entry of this formula, charge and spin) (eV) = 0.323
- LUMO level (eV) = -0.2
- electronic energy (eV) = -263246.7040
- orbital gap (eV) = 8.5
- HOMO level (eV) = -8.735
- F_max (Eh/bohr) = 0.0182
- spin multiplicity = 1

Record 4
Molecular formula: C32H53F12N2O21P4
Method: DFT, ωB97M-V/def2-TZVPD

Geometry as XYZ:
```
124
Properties=species:S:1:pos:R:3:lowdin_charge:R:1
P -5.575 1.689 -0.576 0.802
P 5.157 -2.536 3.237 0.781
P 0.703 2.209 4.527 0.791
P -9.692 0.590 4.618 0.791
F 7.357 -2.630 -4.255 -0.009
F 6.206 -1.530 -6.207 0.017
F 3.929 0.088 -1.459 -0.021
F 7.876 -0.007 -8.773 0.013
F 3.531 -2.472 -5.442 0.021
F 8.350 1.535 -5.444 0.014
F 8.710 -0.765 -3.651 -0.034
F 5.631 0.495 -4.952 0.033
F -0.779 -2.023 -3.478 -0.009
F 9.070 -0.573 -6.559 0.032
F 8.040 2.238 -7.977 0.019
F 5.912 0.970 -7.836 0.059
O 0.736 -3.328 -4.819 0.035
O -9.300 1.860 5.596 -0.292
O -11.135 0.341 5.540 -0.285
O -8.250 0.839 3.696 -0.319
O -6.485 2.905 -1.219 -0.290
O -0.730 1.411 5.078 -0.282
O 2.819 -0.169 -5.717 0.001
O 2.209 -3.484 -0.702 -0.243
O 2.964 -4.099 -2.903 -0.084
O -9.107 -0.711 5.186 -0.273
O -5.520 1.825 0.953 -0.280
O 5.588 -2.677 1.769 -0.282
O -4.152 2.663 -0.716 -0.320
O 5.897 -3.689 4.156 -0.304
O -0.617 0.614 -2.078 -0.197
O 6.472 -1.449 3.522 -0.329
O 3.842 -3.624 2.952 -0.266
O -6.997 0.714 -0.436 -0.276
O 2.137 3.006 3.977 -0.315
O 1.145 0.921 3.816 -0.279
O 1.275 2.224 6.075 -0.295
N 3.778 -0.763 -2.501 -0.076
N 1.770 -1.278 -3.817 0.092
C 7.382 0.911 -7.679 -0.119
C -7.669 3.310 -0.552 -0.120
C -11.844 -0.851 5.251 -0.148
C 7.797 -1.891 3.279 -0.152
C -4.162 3.977 -0.185 -0.138
C 6.042 -5.001 3.636 -0.125
C 6.741 -0.417 -5.336 -0.095
C 0.006 1.428 -5.674 -0.030
C -9.329 1.684 7.003 -0.121
C -1.593 -0.211 -7.484 -0.080
C -2.721 -0.410 -6.310 -0.081
C 1.439 -0.849 -1.344 -0.038
C 0.827 0.606 -1.799 -0.332
C -0.264 0.728 -7.136 -0.073
C -1.586 0.925 4.058 -0.138
C 1.268 1.022 6.827 -0.121
C 2.472 -1.514 -2.480 -0.262
C -2.477 0.285 -4.826 -0.030
C 0.611 -2.222 -4.033 -0.125
C 6.429 -0.790 -2.610 -0.045
C 2.730 -1.314 -4.984 -0.158
C -7.007 0.933 4.372 -0.133
C 2.906 -3.205 1.974 -0.147
C 7.282 -1.148 -3.965 -0.167
C -6.844 -0.486 0.301 -0.134
C 3.401 2.475 4.333 -0.137
C 4.999 -1.649 -2.476 -0.097
C 2.564 -3.104 -2.109 -0.358
C 1.078 1.628 -0.499 -0.069
C -0.963 1.796 -2.932 -0.160
C -1.119 1.184 -4.479 -0.090
C 7.900 0.324 -6.228 -0.063
H 7.134 -1.089 -1.694 0.146
H -0.143 2.631 -2.902 0.120
H 1.890 -0.873 -0.256 0.129
H -6.911 0.192 5.168 0.085
H 1.962 -3.730 2.148 0.091
H -1.238 -0.052 3.718 0.089
H 0.367 0.986 7.441 0.084
H -2.591 0.808 4.474 0.083
H 1.317 0.135 6.191 0.089
H -3.716 -1.038 -6.478 0.080
H 6.980 -5.420 4.010 0.086
H 7.879 -2.466 2.355 0.081
H 1.478 1.086 -2.677 0.150
H 3.658 2.776 5.351 0.082
H 4.979 -2.446 -3.332 0.135
H 0.951 2.092 -5.441 0.093
H -11.825 -1.063 4.179 0.081
H -6.883 1.936 4.785 0.086
H -6.945 -0.280 1.369 0.070
H -3.296 0.129 -3.999 0.082
H 6.070 -5.013 2.544 0.091
H -8.525 2.794 -0.990 0.084
H -10.292 2.025 7.389 0.084
H 0.508 -1.596 -1.310 0.143
H 0.867 1.036 0.511 0.090
H 5.130 -2.257 -1.456 0.158
H -11.409 -1.684 5.807 0.085
H -7.636 -1.180 0.007 0.088
H 2.733 -2.128 2.040 0.079
H -3.126 4.307 -0.070 0.091
H -12.882 -0.726 5.572 0.085
H -1.625 1.625 3.220 0.084
H -9.163 0.644 7.295 0.089
H -8.540 2.297 7.445 0.092
H 8.148 -2.492 4.120 0.078
H 6.256 0.381 -2.476 0.143
H -7.799 4.385 -0.698 0.091
H 2.218 1.905 -0.506 0.079
H -1.984 2.270 -2.549 0.126
H 4.150 2.891 3.654 0.094
H 3.269 -3.469 0.979 0.050
H 8.440 -1.011 3.194 0.085
H 0.559 0.901 -7.970 0.083
H -5.873 -0.944 0.097 0.088
H -4.649 4.027 0.791 0.081
H -6.209 0.761 3.645 0.083
H 3.432 1.386 4.252 0.080
H 5.218 -5.623 3.990 0.083
H 2.139 1.022 7.488 0.091
H -4.662 4.656 -0.881 0.083
H 0.458 2.616 -0.599 0.073
H -7.629 3.110 0.522 0.087
H -1.697 -0.711 -8.556 0.080
```

- LUMO level (eV) = -2.0
- electronic energy (eV) = -149753.4157
- orbital gap (eV) = 3.3
- charge = -1
- HOMO level (eV) = -5.305
- F_max (Eh/bohr) = 0.1968
- spin multiplicity = 1

> The highest spin multiplicity belongs to which entry?

C32H51BF8IN3SeSi4TeW